{
  "formula": "C17H41BrIN2O6P2ReSbSi3",
  "method": "ωB97M-V with the def2-TZVPD basis set",
  "e_above_lowest_kj_mol": 0.0,
  "lumo_energy_ev": [-5.34, -6.56],
  "energy_ha": -5974.58707,
  "charge": 2,
  "gap_ev": [8.5, 7.3],
  "spin_multiplicity": 4,
  "e_homo_ev": [-13.88, -13.90],
  "species": ["Re", "N", "C", "C", "P", "O", "O", "O", "P", "O", "O", "O", "H", "H", "H", "H", "H", "H", "H", "H", "Br", "C", "C", "C", "N", "C", "C", "H", "H", "H", "H", "I", "C", "H", "H", "C", "Si", "C", "C", "Sb", "Si", "C", "C", "C", "Si", "C", "C", "C", "H", "H", "H", "H", "H", "H", "H", "H", "H", "H", "H", "H", "H", "H", "H", "H", "H", "H", "H", "H", "H", "H", "H", "H", "H", "H", "H"],
  "positions_angstrom": [[-0.52, -0.91, 0.13], [0.98, -0.84, -4.17], [0.50, 0.25, -3.22], [0.71, 1.63, -3.84], [-1.33, -0.17, -2.97], [-2.13, 1.12, -3.38], [-1.55, -1.34, -3.84], [-1.55, -0.26, -1.46], [1.40, 0.00, -1.65], [2.86, 0.41, -2.06], [1.18, -1.47, -1.32], [0.80, 0.81, -0.52], [0.11, -1.31, -4.53], [1.52, -1.57, -3.70], [1.53, -0.46, -4.94], [0.19, 1.71, -4.79], [1.78, 1.82, -3.99], [0.31, 2.39, -3.18], [-2.62, 1.05, -4.21], [3.51, 0.57, -1.35], [4.49, -2.08, 4.49], [3.07, -1.79, 3.32], [2.50, -0.52, 3.21], [1.44, -0.35, 2.36], [0.93, -1.36, 1.62], [1.51, -2.57, 1.70], [2.57, -2.83, 2.55], [2.87, 0.31, 3.79], [0.97, 0.62, 2.24], [1.10, -3.35, 1.08], [2.99, -3.82, 2.59], [-1.63, -4.04, 1.60], [-1.33, -2.81, -0.12], [-2.30, -2.73, -0.61], [-0.66, -3.36, -0.78], [-0.30, 2.89, 2.13], [-2.06, 2.55, 1.58], [-3.27, 3.46, 2.66], [-2.29, 3.02, -0.22], [-2.43, -0.02, 1.79], [-4.78, -0.40, 0.79], [-4.75, 0.16, -0.99], [-5.95, 0.62, 1.82], [-5.18, -2.22, 0.92], [-2.48, -0.56, 4.32], [-0.73, -0.72, 4.96], [-3.47, -2.11, 4.62], [-3.33, 0.93, 5.08], [-0.19, 3.97, 2.27], [0.43, 2.59, 1.37], [-0.05, 2.42, 3.08], [-3.23, 4.52, 2.42], [-3.02, 3.35, 3.72], [-4.30, 3.13, 2.52], [-1.59, 3.82, -0.47], [-3.30, 3.40, -0.38], [-2.12, 2.20, -0.91], [-4.30, 1.15, -1.11], [-5.78, 0.22, -1.35], [-4.22, -0.54, -1.63], [-5.86, 1.69, 1.60], [-5.80, 0.48, 2.90], [-6.97, 0.32, 1.60], [-4.61, -2.84, 0.23], [-6.24, -2.35, 0.68], [-5.02, -2.61, 1.93], [-0.25, -1.62, 4.58], [-0.75, -0.78, 6.05], [-0.12, 0.15, 4.69], [-2.90, -3.01, 4.39], [-4.40, -2.14, 4.06], [-3.72, -2.13, 5.68], [-2.60, 1.66, 5.42], [-3.92, 0.61, 5.94], [-4.02, 1.44, 4.40]],
  "mulliken_spin": [2.559, 0.000, 0.009, 0.002, 0.009, 0.000, 0.006, -0.012, 0.033, 0.000, 0.026, 0.066, 0.001, -0.002, 0.000, 0.000, 0.001, -0.001, 0.000, -0.001, 0.006, 0.023, -0.015, 0.028, 0.020, 0.016, -0.013, 0.000, 0.006, 0.006, 0.000, 0.061, -0.021, 0.025, 0.021, -0.007, 0.042, 0.001, -0.007, 0.055, 0.031, -0.001, -0.002, 0.003, 0.010, 0.001, 0.004, -0.004, 0.000, 0.003, 0.001, 0.001, -0.001, -0.001, 0.001, -0.001, 0.007, 0.000, 0.002, -0.001, 0.000, 0.001, 0.000, 0.000, 0.001, -0.001, -0.002, 0.001, 0.000, 0.000, 0.000, 0.001, 0.000, -0.001, 0.002]
}

=====

{
  "formula": "C12H15BeF9N3O15",
  "method": "ωB97M-V with the def2-TZVPD basis set",
  "e_above_lowest_kj_mol": 1086.8,
  "lumo_energy_ev": -3.64,
  "energy_ha": -2672.01207,
  "charge": -1,
  "gap_ev": 2.3,
  "e_homo_ev": -5.93,
  "species": ["Be", "N", "O", "O", "O", "N", "O", "O", "O", "N", "O", "O", "O", "C", "C", "O", "C", "O", "C", "F", "F", "F", "H", "H", "H", "H", "H", "C", "C", "O", "C", "O", "C", "F", "F", "F", "H", "H", "H", "H", "H", "C", "C", "O", "C", "O", "C", "F", "F", "F", "H", "H", "H", "H", "H"],
  "positions_angstrom": [[-1.63, 0.75, -0.22], [-1.63, -3.25, 2.20], [-2.52, -3.02, 1.38], [-0.88, -2.26, 2.43], [-1.53, -4.33, 2.72], [-0.06, 4.96, -1.85], [-0.13, 6.12, -2.19], [-0.28, 4.67, -0.64], [-0.36, 4.00, -2.54], [-5.30, 2.98, -2.27], [-5.42, 3.78, -3.18], [-5.26, 3.32, -1.08], [-5.06, 1.81, -2.55], [3.88, -3.40, 0.27], [4.59, -2.28, 1.02], [5.10, -1.42, 0.05], [4.36, -0.43, -0.45], [3.22, -0.21, -0.20], [5.20, 0.69, -1.14], [4.65, 1.93, -0.84], [6.53, 0.78, -0.72], [5.24, 0.43, -2.49], [3.75, -4.20, 1.00], [4.46, -3.86, -0.54], [2.87, -3.08, 0.05], [5.33, -2.71, 1.69], [3.98, -1.55, 1.56], [-1.03, -5.29, -4.01], [-1.77, -4.43, -5.05], [-0.74, -3.70, -5.68], [-0.12, -2.64, -5.14], [-0.24, -2.25, -4.00], [0.97, -2.09, -6.01], [1.01, -2.43, -7.30], [0.95, -0.75, -5.97], [2.14, -2.43, -5.51], [-1.65, -5.83, -3.29], [-0.41, -4.80, -3.26], [-0.47, -6.15, -4.37], [-2.42, -3.75, -4.50], [-2.51, -4.94, -5.67], [0.28, 3.23, 6.14], [-1.17, 2.71, 6.28], [-2.07, 3.71, 5.96], [-2.92, 3.73, 4.94], [-3.01, 2.76, 4.15], [-3.98, 4.92, 4.90], [-5.22, 4.43, 4.93], [-3.78, 5.70, 5.99], [-3.87, 5.75, 3.87], [0.38, 3.78, 5.21], [0.93, 2.37, 5.95], [0.50, 3.97, 6.91], [-1.39, 2.41, 7.31], [-1.45, 1.81, 5.73]],
  "lowdin_charge": [0.666, -0.658, -0.028, -0.047, 0.021, -0.606, 0.072, 0.026, 0.056, -0.647, 0.064, 0.043, 0.039, -0.047, -0.213, 0.009, -0.381, 0.173, -0.386, 0.129, 0.095, 0.120, 0.073, 0.087, 0.084, 0.125, 0.131, -0.068, -0.171, 0.019, -0.363, 0.166, -0.580, 0.172, 0.166, 0.185, 0.074, 0.079, 0.073, 0.123, 0.126, -0.041, -0.217, 0.003, -0.298, 0.111, -0.523, 0.167, 0.136, 0.181, 0.076, 0.080, 0.078, 0.124, 0.124]
}

=====

{
  "formula": "H2NOS2",
  "method": "ωB97M-V with the def2-TZVPD basis set",
  "e_above_lowest_kj_mol": 142.0,
  "lumo_energy_ev": 3.71,
  "energy_ha": -927.53221,
  "charge": -1,
  "gap_ev": 7.5,
  "e_homo_ev": -3.75,
  "species": ["N", "O", "S", "S", "H", "H"],
  "positions_angstrom": [[2.06, -0.23, 0.60], [2.08, 0.80, 1.42], [-0.71, -0.68, -0.29], [3.25, -1.36, 0.62], [-0.80, 0.40, -1.21], [0.60, -0.34, 0.18]],
  "lowdin_charge": [-0.792, -0.307, 0.262, 0.320, -0.222, -0.262]
}

=====

{
  "formula": "C14H17CeIN2O2",
  "method": "ωB97M-V with the def2-TZVPD basis set",
  "lumo_energy_ev": [-9.71, -9.71],
  "energy_ha": -1575.86874,
  "charge": 2,
  "gap_ev": [5.6, 5.6],
  "e_homo_ev": [-15.34, -15.34],
  "species": ["C", "C", "H", "H", "H", "H", "H", "H", "C", "C", "C", "C", "H", "H", "H", "H", "N", "C", "C", "N", "C", "C", "C", "H", "H", "C", "H", "H", "Ce", "I", "C", "O", "C", "O", "H", "H", "H"],
  "positions_angstrom": [[-3.25, -1.61, 4.10], [-3.92, -0.22, 4.05], [-3.84, -2.33, 3.53], [-3.22, -1.92, 5.15], [-2.23, -1.63, 3.71], [-3.89, 0.27, 3.08], [-4.97, -0.37, 4.32], [-3.48, 0.46, 4.79], [0.83, -2.46, -1.24], [1.23, -3.07, -2.43], [1.29, -2.34, -3.61], [0.92, -1.00, -3.62], [0.77, -2.94, -0.26], [1.49, -4.13, -2.41], [1.62, -2.79, -4.55], [0.95, -0.38, -4.52], [0.45, -1.17, -1.25], [0.47, -0.44, -2.41], [0.04, 0.93, -2.27], [-0.37, 1.35, -1.03], [-0.71, 2.65, -0.88], [-0.23, 3.12, -3.22], [-0.65, 3.56, -1.95], [-1.03, 2.92, 0.12], [-0.90, 4.60, -1.77], [0.12, 1.79, -3.39], [0.49, 1.38, -4.34], [-0.16, 3.80, -4.08], [-0.01, -0.35, 0.99], [-0.19, -2.80, 2.80], [3.64, 0.58, 2.42], [2.26, 0.35, 1.96], [1.96, 0.84, 0.71], [2.71, 1.45, -0.03], [4.16, -0.37, 2.34], [3.55, 0.95, 3.43], [4.09, 1.32, 1.77]],
  "lowdin_charge": [-0.207, -0.162, 0.073, 0.082, -0.132, 0.046, 0.079, 0.068, -0.081, 0.013, 0.022, 0.053, 0.074, 0.132, 0.143, 0.128, -0.063, -0.171, -0.191, -0.003, -0.075, 0.016, 0.016, 0.129, 0.126, 0.039, 0.127, 0.142, 1.187, 0.543, 0.065, -0.200, -0.492, 0.136, 0.120, 0.116, 0.101]
}

=====

{
  "formula": "C9H21CaFN3O3",
  "method": "ωB97M-V with the def2-TZVPD basis set",
  "e_above_lowest_kj_mol": 211.9,
  "lumo_energy_ev": -5.93,
  "energy_ha": -1522.85441,
  "charge": 1,
  "gap_ev": 5.2,
  "e_homo_ev": -11.16,
  "species": ["Ca", "F", "C", "C", "O", "N", "C", "H", "H", "H", "H", "H", "H", "H", "C", "C", "O", "N", "C", "H", "H", "H", "H", "H", "H", "H", "C", "C", "O", "N", "C", "H", "H", "H", "H", "H", "H", "H"],
  "positions_angstrom": [[-0.56, 0.42, -3.62], [-0.52, 0.77, -1.38], [2.81, -2.29, -2.78], [1.37, -2.19, -2.35], [0.55, -1.62, -3.04], [1.04, -2.74, -1.19], [-0.33, -2.79, -0.65], [2.80, -3.07, -3.55], [3.41, -2.60, -1.92], [3.20, -1.39, -3.25], [1.75, -3.31, -0.74], [-0.57, -1.85, -0.14], [-0.29, -3.61, 0.07], [-1.02, -2.92, -1.48], [-1.29, -0.19, 2.26], [-2.47, 0.58, 1.80], [-3.38, 0.86, 2.63], [-2.53, 0.95, 0.50], [-3.78, 1.41, -0.13], [-0.65, -0.58, 1.47], [-1.65, -1.03, 2.85], [-0.66, 0.43, 2.91], [-1.71, 0.85, -0.08], [-4.69, 1.63, 0.42], [-3.88, 0.65, -0.91], [-3.57, 2.37, -0.60], [0.39, 3.37, 1.11], [1.43, 2.35, 1.51], [2.32, 2.67, 2.31], [1.36, 1.20, 0.82], [2.30, 0.11, 1.04], [0.01, 3.99, 1.92], [-0.46, 2.90, 0.61], [0.77, 4.01, 0.31], [0.76, 1.07, 0.02], [3.28, 0.56, 0.92], [2.18, -0.66, 0.27], [2.24, -0.33, 2.04]],
  "lowdin_charge": [1.704, -0.613, 0.031, -0.563, -0.144, 0.046, -0.008, 0.102, 0.091, 0.094, 0.151, 0.061, 0.105, 0.092, -0.007, -0.528, 0.000, -0.002, -0.055, 0.034, 0.095, 0.094, 0.047, 0.093, 0.068, 0.070, 0.000, -0.550, 0.038, -0.008, -0.063, 0.094, 0.048, 0.083, 0.066, 0.086, 0.056, 0.091]
}

=====

{
  "formula": "C2H3N3",
  "method": "ωB97M-V with the def2-TZVPD basis set",
  "e_above_lowest_kj_mol": 122.3,
  "lumo_energy_ev": 0.34,
  "energy_ha": -242.22611,
  "gap_ev": 10.4,
  "e_homo_ev": -10.09,
  "species": ["C", "C", "N", "N", "N", "H", "H", "H"],
  "positions_angstrom": [[-1.51, 0.22, -0.05], [0.29, -0.85, 0.07], [-1.00, -1.03, 0.00], [-0.60, 1.16, 0.00], [0.54, 0.47, 0.09], [-2.56, 0.43, -0.12], [1.03, -1.62, 0.13], [1.63, 1.19, 0.00]],
  "lowdin_charge": [-0.252, -0.232, 0.055, 0.000, -0.073, 0.095, 0.106, 0.301]
}

=====

no.,maximum force (hartree/bohr)
1,0.01871
2,0.10419
3,0.08331
4,0.06666
5,0.08697
6,0.11906